Computed, not measured: a structure of composition C31H33FN6O4SV in a non-equilibrium geometry, with wB97M-V/def2-TZVPD.

**Spin multiplicity**: 3
**Energy**: -89050.5700 eV
**M**: 655.652 g mol⁻¹
**Expectation value of S²**: 2.016
**Net charge**: +1
**Frontier orbital gap (alpha / beta)**: 7.73 / 8.31 eV
**Lowest unoccupied orbital energy (alpha / beta)**: -4.04 / -3.68 eV

```
77
C31H33FN6O4SV, DFT wB97M-V/def2-TZVPD
V -0.98089 -0.35826 -0.38034
C -1.69481 -3.74562 1.11955
C -0.51124 -3.19090 0.36058
C 0.68736 -2.90307 1.03951
C 0.74010 -2.91006 2.54346
C 1.87180 -2.71014 0.32054
C 3.15251 -2.53282 1.09594
C 1.85511 -2.70782 -1.08593
C 3.11759 -2.45113 -1.87360
C 0.65430 -2.92152 -1.76997
C 0.63909 -2.98982 -3.27334
C -0.53474 -3.16997 -1.05118
C -1.76146 -3.60875 -1.80814
H -2.50502 -3.03268 1.25476
H -1.39996 -4.10253 2.10190
H -2.11613 -4.59437 0.58340
H 1.43341 -2.15972 2.91798
H 1.08795 -3.87122 2.92387
H -0.22919 -2.71541 2.99077
H 3.16989 -1.59501 1.65856
H 4.03394 -2.55180 0.46781
H 3.26299 -3.32908 1.82933
H 3.82158 -1.82091 -1.33389
H 2.90772 -1.95275 -2.81799
H 3.63180 -3.38348 -2.11475
H 0.42607 -2.01705 -3.72502
H -0.12080 -3.67522 -3.63315
H 1.59281 -3.33312 -3.66611
H -1.62789 -4.63474 -2.16037
H -1.94672 -2.98363 -2.68082
H -2.66165 -3.59520 -1.20295
S -3.22092 -1.09119 -0.59339
C -3.84703 0.46975 -0.78998
N -4.26836 1.53367 -0.91535
N 2.06874 2.41829 4.18754
C 1.15020 1.79420 3.91681
C 0.01285 1.02137 3.51190
C -1.13673 0.90329 4.28714
C -2.17642 0.13808 3.78908
C -2.06003 -0.43784 2.53241
N -0.96395 -0.31113 1.77825
C 0.05063 0.37734 2.28027
H -1.20967 1.39826 5.24507
H -3.08413 -0.00217 4.35238
H -2.87489 -1.00132 2.09073
H 0.94404 0.42976 1.67474
F -4.21772 5.85320 -0.69844
C -3.44234 4.80282 -0.45069
C -2.60913 4.30622 -1.37145
N -1.80662 3.21151 -1.09497
C -0.83464 2.74657 -2.07299
C -1.33641 1.46418 -2.72112
O -1.96168 1.33757 -3.72861
O -0.94031 0.43606 -1.96199
C -1.91158 2.54391 0.07739
O -1.30682 1.47909 0.31569
N -2.70824 3.09329 1.02459
C -3.54190 4.21645 0.88830
O -4.23120 4.59375 1.79192
H -2.52284 4.72787 -2.36130
H 0.09974 2.55613 -1.54147
H -0.67832 3.52371 -2.82495
H -2.80129 2.58068 1.89387
N 1.36596 0.20640 -0.76719
C 2.11757 1.44143 -0.73921
C 2.99072 1.69690 -1.79040
C 3.73428 2.86470 -1.81271
C 3.62051 3.78283 -0.78294
C 2.73937 3.53593 0.25773
C 1.97686 2.37832 0.27457
H 1.40103 -0.18930 -1.70761
H 1.82654 -0.49046 -0.18063
H 3.09151 0.97655 -2.58929
H 4.41046 3.04934 -2.63440
H 4.20769 4.68590 -0.79323
H 2.62964 4.24895 1.06006
H 1.25932 2.24691 1.06351
```